Entry from OMol25: a molecular structure, C4H11N3 in a non-equilibrium geometry (ωB97M-V/def2-TZVPD).

```
18
C4H11N3 | OMol25 | ωB97M-V/def2-TZVPD
C -0.496 -0.145 0.324
C 0.004 -0.961 1.485
C -0.526 1.353 0.505
C -1.603 -0.734 -0.515
N 2.401 0.146 -0.770
N 2.071 -0.479 0.290
N 0.845 -0.901 0.332
H 0.258 0.664 -2.381
H 1.018 0.534 -2.122
H 3.401 0.345 -0.721
H 0.327 -0.441 2.382
H -0.440 -1.931 1.683
H -0.543 1.849 -0.461
H -2.562 -0.592 -0.019
H -1.417 1.645 1.070
H 0.343 1.695 1.059
H -1.633 -0.247 -1.486
H -1.449 -1.802 -0.655
```

The calculation puts the molar mass at 101.153 g mol⁻¹. Its largest force on an atom is 3.19 eV/Å. As for the spin multiplicity: 1. For the orbital gap, the calculation gives 10.044 eV.

***

Entry from OMol25: a single C4H11N3 molecule in a non-equilibrium geometry (ωB97M-V/def2-TZVPD).

```
18
C4H11N3 | OMol25 | ωB97M-V/def2-TZVPD
C -1.539 0.022 2.356
C -0.463 -0.519 1.445
C -0.071 0.368 0.287
N 1.185 0.035 -0.344
C 1.153 -0.198 -1.734
N -0.028 0.280 -2.353
N 2.127 -0.767 -2.363
H -2.449 0.287 1.817
H -1.152 0.864 2.910
H -1.738 -0.797 3.005
H -0.767 -1.527 1.085
H 0.378 -0.552 2.075
H -0.967 0.564 -0.416
H 0.019 1.361 0.670
H 1.991 -0.348 0.092
H -0.072 1.177 -2.033
H -0.173 0.039 -3.374
H 2.567 -0.290 -3.126
```

The calculation puts the molar mass at 101.153 g mol⁻¹. The SMILES is [H]/N=C(\N)NCCC. Its largest force on an atom is 4.20 eV/Å. As for the spin multiplicity: 1. For the orbital gap, the calculation gives 9.271 eV.

***

Entry from OMol25: a single C4H11N3 molecule in a non-equilibrium geometry (ωB97M-V/def2-TZVPD).

```
18
C4H11N3 | OMol25 | ωB97M-V/def2-TZVPD
C -1.874 0.113 -0.517
C -0.472 0.056 -1.127
C 0.510 -0.764 -0.295
N 2.976 -0.175 1.110
C 1.691 -0.038 1.632
N 0.577 -0.194 1.050
N -2.597 1.276 -1.028
H -1.727 0.266 0.553
H -2.369 -0.850 -0.605
H -0.516 -0.280 -2.160
H -0.092 1.075 -1.080
H 1.496 -0.685 -0.772
H 0.326 -1.832 -0.181
H 3.037 -0.842 0.356
H 3.676 -0.304 1.823
H 1.647 0.204 2.693
H -2.716 1.944 -0.272
H -3.574 1.033 -1.183
```

The calculation puts the molar mass at 101.153 g mol⁻¹. The SMILES is N/C=N\CCCN. Its largest force on an atom is 1.34 eV/Å. As for the spin multiplicity: 1. For the orbital gap, the calculation gives 9.864 eV.

***

Entry from OMol25: a single C4H11N3 molecule in a non-equilibrium geometry (ωB97M-V/def2-TZVPD).

```
18
C4H11N3 | OMol25 | ωB97M-V/def2-TZVPD
C -2.339 -0.362 -0.359
C 1.391 -1.484 0.027
N -1.274 -0.200 0.618
C -0.146 0.524 0.198
C 1.093 -0.018 0.174
N -0.335 1.917 0.058
N 2.214 0.827 -0.036
H -0.914 -1.094 0.998
H -1.266 2.194 0.338
H -0.064 2.269 -0.853
H 2.042 1.750 0.344
H 3.064 0.432 0.347
H -2.674 0.621 -0.694
H -3.183 -0.863 0.115
H -2.038 -0.935 -1.247
H 1.740 -1.901 0.975
H 0.517 -2.051 -0.287
H 2.174 -1.628 -0.717
```

The calculation puts the molar mass at 101.153 g mol⁻¹. The SMILES is CN/C(N)=C(\C)N. Its largest force on an atom is 1.22 eV/Å. As for the spin multiplicity: 1. For the orbital gap, the calculation gives 7.791 eV.

***

Entry from OMol25: a molecular structure, C4H11N3O in a non-equilibrium geometry (ωB97M-V/def2-TZVPD).

```
19
C4H11N3O | OMol25 | ωB97M-V/def2-TZVPD
C -0.432 -0.393 -0.486
C -1.598 0.291 0.950
N 0.583 -1.168 0.067
N -2.876 0.723 0.499
N 2.356 0.788 -1.332
C 1.744 -0.563 0.606
C 2.509 0.336 -0.028
O -1.321 -1.054 -1.303
H -1.480 -1.948 -0.960
H 0.259 -1.963 0.616
H -0.475 0.714 -0.395
H -3.240 0.101 -0.217
H -2.854 1.664 0.124
H 1.446 0.609 -1.734
H 2.709 1.713 -1.519
H -1.665 -0.666 1.476
H -1.104 1.034 1.574
H 2.039 -0.908 1.586
H 3.398 0.692 0.476
```

The calculation puts the molar mass at 117.152 g mol⁻¹. Its largest force on an atom is 4.64 eV/Å. As for the spin multiplicity: 1. For the orbital gap, the calculation gives 7.613 eV.

***

Entry from OMol25: 2 unconnected molecules or ions with the total composition C4H11N3O in a non-equilibrium geometry (ωB97M-V/def2-TZVPD).

```
19
C4H11N3O | OMol25 | ωB97M-V/def2-TZVPD
C -0.762 1.640 -0.134
C 0.700 -0.147 0.756
C 1.510 -0.542 -0.537
C -1.683 -0.750 0.282
H 0.493 1.869 -0.091
H -1.071 2.671 0.450
H -1.285 1.781 -1.190
H 1.320 0.588 1.049
H 0.850 -1.072 1.421
H 1.127 0.078 -1.493
H 0.985 -1.688 -0.747
H 3.305 -0.720 1.164
H 3.737 -0.771 -0.805
H -3.341 0.468 -0.192
H -3.841 -1.020 -0.308
N -0.900 0.285 0.784
N 2.962 -0.327 -0.136
N -2.963 -0.425 -0.380
O -1.143 -1.918 0.108
```

The calculation puts the molar mass at 117.152 g mol⁻¹. Its largest force on an atom is 5.74 eV/Å. As for the spin multiplicity: 1. For the orbital gap, the calculation gives 9.786 eV.

***

no.,lowest unoccupied orbital energy (eV),HOMO energy (eV),E (eV)
1,1.0,-9.03,-8792.7296
2,1.0,-8.30,-8795.3996
3,1.0,-8.90,-8796.0766
4,1.0,-6.78,-8796.2048
5,0.9,-6.76,-10840.9767
6,0.8,-9.02,-10838.2700